The following is a DFT calculation (wB97M-V/def2-TZVPD) of a cluster of 2 separate species, C21H45BrN3O2P in total in a non-equilibrium geometry.

Structure (XYZ):
```
73
Properties=species:S:1:pos:R:3:forces:R:3:mulliken_charge:R:1
Br 4.501 -5.628 1.220 -0.1 -0.1 0.1 -0.19
P 0.789 -1.275 0.848 -0.4 0.8 -0.6 0.63
O 4.094 0.256 1.916 0.2 0.1 0.2 -0.74
O 2.928 0.500 0.014 -0.1 0.3 -0.5 -0.71
N 3.130 -2.495 0.329 0.0 0.2 0.0 -0.05
N 2.164 -3.193 3.068 -0.2 0.2 0.1 0.09
N -1.937 2.649 -0.421 0.3 -0.1 0.4 0.42
C -5.561 2.478 0.085 0.0 0.0 -0.2 -1.27
C -3.153 3.668 -4.135 -0.1 -0.1 0.1 -1.46
C -2.999 2.213 0.555 -0.2 -0.1 -0.2 -0.50
C 0.578 -3.147 -1.264 0.2 0.0 0.2 -1.18
C -0.129 -1.163 2.452 0.3 -0.5 -0.1 -1.68
C -0.619 2.742 0.363 0.2 -0.2 0.0 -0.75
C -1.591 1.581 -1.434 -0.1 -0.1 -0.2 -0.60
C -4.304 1.606 0.021 -0.2 0.0 0.2 -0.53
C 2.811 -1.914 2.741 0.0 -0.4 0.0 -2.13
C -2.141 4.006 -1.032 0.0 0.2 -0.2 -0.94
C 4.670 -5.025 -0.620 0.4 0.1 -0.6 -0.53
C 0.503 2.468 -0.629 0.3 0.1 0.1 0.35
C 4.581 -2.579 0.286 0.3 -0.1 -0.2 -0.67
C 0.157 -2.882 0.196 0.1 -0.2 0.0 -0.82
C -3.980 3.511 -2.858 0.1 0.1 -0.2 -0.23
C 2.410 -3.588 4.453 0.1 -0.1 -0.2 -1.03
C 3.288 -0.099 1.045 -0.1 -0.2 0.1 -0.11
C -3.462 4.362 -1.701 -0.2 -0.1 0.2 -0.88
C 5.005 -3.541 -0.818 -0.5 0.1 0.1 -0.88
C -0.174 1.888 -1.875 0.1 0.1 -0.1 -0.92
C 2.611 -1.509 1.279 -0.5 -0.1 0.6 1.19
H 1.197 1.746 -0.198 0.2 -0.1 0.0 -0.59
H 5.035 -2.858 1.242 0.0 0.0 0.0 0.38
H -4.171 1.179 -0.971 0.1 0.0 0.0 0.29
H -2.305 1.584 -2.251 -0.1 0.0 0.1 0.36
H 2.744 -3.401 0.573 0.0 -0.1 -0.1 0.19
H -5.542 3.142 0.950 0.0 0.0 0.0 0.34
H 3.761 -5.298 -1.148 -0.2 0.0 0.3 0.32
H 0.326 -0.393 3.073 -0.1 0.2 0.0 0.37
H -3.180 3.060 1.219 -0.1 0.0 0.0 0.55
H -1.312 4.153 -1.722 0.0 -0.1 0.0 0.66
H 3.312 -4.202 4.550 0.0 0.0 0.1 0.30
H -0.106 -2.103 3.003 0.0 0.0 0.1 0.46
H -0.569 3.705 0.863 -0.1 0.0 0.0 0.49
H -2.087 3.516 -3.952 0.0 0.0 0.0 0.23
H 2.559 -2.706 5.075 -0.1 0.1 0.0 0.36
H 3.878 -1.937 2.985 0.1 0.1 -0.1 0.62
H -0.168 2.607 -2.697 -0.1 0.0 0.0 0.20
H -3.286 4.662 -4.560 0.1 0.0 0.0 0.43
H -3.466 2.943 -4.886 0.0 0.0 0.0 0.38
H 2.534 -3.918 2.469 0.1 0.0 0.0 0.11
H 4.430 -3.220 -1.690 0.2 0.0 -0.2 0.28
H 0.416 -3.720 0.847 0.1 0.0 0.0 0.39
H -5.007 3.820 -3.064 0.0 0.0 0.0 0.42
H 0.326 0.991 -2.236 0.0 -0.1 0.1 0.56
H -4.229 4.476 -0.934 0.0 -0.1 0.0 0.35
H -1.162 -0.907 2.212 -0.1 0.1 0.1 0.39
H 2.375 -1.143 3.375 0.0 0.0 0.1 0.61
H -1.639 0.631 -0.900 0.1 0.0 0.0 0.57
H 6.060 -3.408 -1.047 0.1 -0.1 0.2 0.41
H -4.046 2.458 -2.591 0.0 0.0 0.1 0.12
H -1.997 4.708 -0.212 0.0 0.0 0.0 0.30
H 1.567 -4.146 4.862 0.0 -0.1 0.0 0.32
H -5.709 3.081 -0.810 0.0 0.0 0.0 0.20
H -0.250 -3.001 -1.956 0.0 -0.1 -0.1 0.30
H -6.445 1.848 0.174 0.0 0.0 0.0 0.38
H 1.079 3.363 -0.860 -0.1 0.0 0.0 0.46
H -0.933 -2.807 0.229 0.0 0.1 0.2 0.55
H -3.310 5.377 -2.083 0.1 0.0 0.0 0.56
H -4.495 0.747 0.667 0.1 0.0 0.0 0.55
H -2.512 1.437 1.140 0.1 0.1 0.0 0.23
H 5.461 -5.639 -1.041 0.0 -0.1 0.1 0.41
H 1.401 -2.502 -1.564 0.0 0.1 0.0 0.31
H 4.989 -1.601 0.028 -0.2 0.1 0.0 0.43
H 0.951 -4.168 -1.358 -0.1 -0.1 -0.2 0.29
H -0.647 1.954 1.111 0.0 0.0 0.0 0.23
```
Forces are in eV/Å.

Its largest force on an atom is 1.0 eV/Å. Its energy is -110401.593 eV. The HOMO energy comes out at -6.6831 eV. The spin multiplicity is 1. Its HOMO-LUMO gap is 6.64 eV.